# C9H10N2S

2 unconnected molecules or ions with the total composition C9H10N2S in a non-equilibrium geometry (the ωB97M-V functional and the def2-TZVPD basis, the OMol25 dataset).

Values from the calculation:
Largest force on an atom: 4.9 eV/A
Structure (SMILES): C=C/C=C\C#Cn1cccn1.S
2S+1: 1
Molar mass: 178.26 g/mol
HOMO: -8.12 eV
LUMO level: 0.2 eV
ΔE to the lowest compared entry with this formula, charge and spin: 130.9 kcal per mole

Bonds (Å) are listed after each position.
Cartesian coordinates (Å):
1 C 1.6322 3.0918 -0.4412  C2 1.398, C3 1.387, H13 1.094
2 C 0.6510 3.3170 0.5283  C1 1.398, N10 1.293, H14 1.166
3 C 1.5304 1.7298 -0.6851  C1 1.387, N11 1.361, H15 1.093
4 C -0.0723 -1.1981 0.1483  C5 1.394, C7 1.222
5 C -0.7091 -2.4238 -0.0401  C4 1.394, C8 1.405, H17 1.114
6 C -2.9725 -0.3406 -0.0569  C9 1.327, H18 1.082, H22 1.043
7 C 0.2145 -0.0105 0.1811  C4 1.222, N11 1.300
8 C -2.0767 -2.5605 0.2498  C5 1.405, C9 1.416, H19 1.081
9 C -2.9357 -1.4913 0.6025  C6 1.327, C8 1.416, H21 1.124
10 N 0.1253 2.1886 0.8767  C2 1.293, N11 1.298
11 N 0.6761 1.2039 0.2341  C3 1.361, C7 1.300, N10 1.298
12 S 4.2468 -1.6908 0.1833  H16 1.380, H20 1.429
13 H 2.1534 3.8671 -1.0095  C1 1.094
14 H 0.4102 4.3187 1.0740  C2 1.166
15 H 2.1684 0.9811 -1.1617  C3 1.093
16 H 3.9509 -1.9900 -1.1312  S12 1.380
17 H -0.2496 -3.4365 -0.1083  C5 1.114
18 H -3.7257 0.4365 -0.0714  C6 1.082
19 H -2.4237 -3.5781 0.1423  C8 1.081
20 H 3.5370 -0.4563 0.0601  S12 1.429
21 H -3.7452 -1.7729 1.3303  C9 1.124
22 H -2.3857 -0.1851 -0.9053  C6 1.043

=====

# C3H2Cl2O

A single C3H2Cl2O molecule in a non-equilibrium geometry (the ωB97M-V functional and the def2-TZVPD basis, the OMol25 dataset).

Values from the calculation:
Largest force on an atom: 4.5 eV/A
2S+1: 1
Molar mass: 124.95 g/mol
HOMO: -9.68 eV
LUMO level: -0.6 eV
ΔE to the lowest compared entry with this formula, charge and spin: 95.5 kcal per mole

Bonds (Å) are listed after each position.
Cartesian coordinates (Å):
1 C -1.1305 0.6699 -1.0830  C2 1.336, C3 1.507, Cl5 1.688
2 C -0.6562 1.7411 -1.7257  C1 1.336, Cl6 1.626
3 C 0.0226 0.2306 -0.2174  C1 1.507, O4 1.433, H7 1.121, H8 1.041
4 O 0.8185 1.4068 -0.4118  C3 1.433
5 Cl -2.6019 -0.1125 -1.3484  C1 1.688
6 Cl -0.9950 3.0445 -2.6371  C2 1.626
7 H -0.0215 0.1053 0.8957  C3 1.121
8 H 0.3063 -0.7065 -0.5696  C3 1.041

=====

# C2H4F2O3

2 unconnected molecules or ions with the total composition C2H4F2O3 in a non-equilibrium geometry (the ωB97M-V functional and the def2-TZVPD basis, the OMol25 dataset).

Values from the calculation:
Largest force on an atom: 4.2 eV/A
2S+1: 1
Molar mass: 114.05 g/mol
HOMO: -9.65 eV
LUMO level: 0.7 eV
ΔE to the lowest compared entry with this formula, charge and spin: 51.4 kcal per mole

Bonds (Å) are listed after each position.
Cartesian coordinates (Å):
1 C 1.8652 0.2968 -0.0342  O3 1.391, O4 1.272
2 C -1.7220 0.1006 -0.6079  O5 1.332, F6 1.345, F7 1.316, H8 1.088
3 O 2.9716 -0.5195 0.1741  C1 1.391, H9 0.927
4 O 1.0764 0.0957 0.9432  C1 1.272, H10 1.002
5 O -1.5034 0.2603 0.6960  C2 1.332, H11 0.971
6 F -2.5861 -0.8730 -0.9459  C2 1.345
7 F -2.1620 1.1607 -1.2511  C2 1.316
8 H -0.7263 -0.1898 -0.9352  C2 1.088
9 H 3.6923 -0.5215 -0.4091  O3 0.927
10 H 1.3055 -0.7097 1.4931  O4 1.002
11 H -2.2111 0.8994 0.8771  O5 0.971

=====

# C5H10N2O2

2 unconnected molecules or ions with the total composition C5H10N2O2 in a non-equilibrium geometry (the ωB97M-V functional and the def2-TZVPD basis, the OMol25 dataset).

Values from the calculation:
Largest force on an atom: 5.3 eV/A
2S+1: 1
Molar mass: 130.15 g/mol
HOMO (alpha / beta): -9.24 / -9.35 eV
LUMO level (alpha / beta): -0.3 / -0.4 eV
ΔE to the lowest compared entry with this formula, charge and spin: 193.9 kcal per mole

Bonds (Å) are listed after each position.
Cartesian coordinates (Å):
1 C 0.7158 0.1610 -0.6476  C2 1.511, C3 1.475, N6 1.420, H10 1.038
2 C -0.1538 -0.1403 0.5513  C1 1.511, C4 1.497, C5 1.541, N6 1.428
3 C 2.0375 0.8142 -0.6701  C1 1.475, H11 1.169, H12 1.128, H13 1.159
4 C 0.0530 0.4684 1.9030  C2 1.497, H14 1.080, H15 1.105, H16 1.076
5 C -0.9726 -1.4450 0.5951  C2 1.541, H17 0.988, H18 1.092, H19 1.191
6 N -0.5049 0.8479 -0.4173  C1 1.420, C2 1.428
7 N -1.7723 0.0590 -1.9982  O8 1.159, O9 1.168
8 O -1.2673 -0.6567 -2.7579  N7 1.159
9 O -2.7822 0.6226 -1.8355  N7 1.168
10 H 0.7622 -0.5111 -1.4367  C1 1.038
11 H 2.7094 0.1009 -0.0335  C3 1.169
12 H 1.8057 1.8252 -0.2279  C3 1.128
13 H 2.3056 1.0279 -1.7768  C3 1.159
14 H -0.5558 1.3420 2.0837  C4 1.080
15 H 0.9991 0.9764 2.1613  C4 1.105
16 H 0.0839 -0.2832 2.6718  C4 1.076
17 H -1.6599 -1.3328 1.2953  C5 0.988
18 H -0.3652 -2.2444 1.0251  C5 1.092
19 H -1.4382 -1.6320 -0.4850  C5 1.191

=====

# C3H3NOS2

A single C3H3NOS2 molecule in a non-equilibrium geometry (the ωB97M-V functional and the def2-TZVPD basis, the OMol25 dataset).

Values from the calculation:
Largest force on an atom: 6.7 eV/A
Structure (SMILES): O=CNC(=S)C=S
2S+1: 1
Molar mass: 133.20 g/mol
HOMO: -8.79 eV
LUMO level: -1.9 eV
ΔE to the lowest compared entry with this formula, charge and spin: 49.5 kcal per mole

Bonds (Å) are listed after each position.
Cartesian coordinates (Å):
1 C -1.5604 -0.2298 0.1807  H4 1.034, N7 1.360, O8 1.255
2 C 0.7778 -0.0883 -0.4768  C3 1.363, N7 1.365, S9 1.622
3 C 1.1101 0.5515 0.6802  C2 1.363, H6 1.146, S10 1.691
4 H -2.4134 -0.6246 -0.2503  C1 1.034
5 H -0.7746 -1.2285 -1.2895  N7 1.018
6 H 0.8129 0.1240 1.7014  C3 1.146
7 N -0.5208 -0.4658 -0.6642  C1 1.360, C2 1.365, H5 1.018
8 O -1.5606 0.5277 1.1808  C1 1.255
9 S 1.8818 -0.3638 -1.6331  C2 1.622
10 S 2.2472 1.7976 0.5706  C3 1.691

=====

# C4H8N2O2

A single C4H8N2O2 molecule in a non-equilibrium geometry (the ωB97M-V functional and the def2-TZVPD basis, the OMol25 dataset).

Values from the calculation:
Largest force on an atom: 3.4 eV/A
2S+1: 1
Molar mass: 116.12 g/mol
HOMO (alpha / beta): -7.37 / -7.37 eV
LUMO level (alpha / beta): 0.4 / 0.4 eV
ΔE to the lowest compared entry with this formula, charge and spin: 183.6 kcal per mole

Bonds (Å) are listed after each position.
Cartesian coordinates (Å):
1 C -1.8585 0.5190 -0.8457  O6 1.431, H12 1.091, H13 1.094, H14 1.093
2 N 1.4371 0.3881 -0.1899  C3 1.495, C4 1.795, O7 1.406, H10 1.023
3 C 0.4281 0.6981 0.8684  N2 1.495, C4 1.616, N8 1.255
4 C 0.0093 -0.6601 0.0996  N2 1.795, C3 1.616, C5 1.354, O6 1.378
5 C 0.1609 -1.8880 0.6499  C4 1.354, H15 1.078, H16 1.078
6 O -0.8495 -0.4891 -0.9647  C1 1.431, C4 1.378
7 O 1.3938 0.8056 -1.5314  N2 1.406, H9 0.978
8 N 0.6878 0.9899 2.0614  C3 1.255, H11 1.021
9 H 0.6301 0.3267 -1.9116  O7 0.978
10 H 2.4218 0.2800 0.0664  N2 1.023
11 H 1.6234 1.3659 2.2236  N8 1.021
12 H -2.3863 0.5198 -1.8005  C1 1.091
13 H -2.5342 0.2892 -0.0163  C1 1.094
14 H -1.4227 1.5099 -0.6939  C1 1.093
15 H 0.9046 -2.0551 1.4125  C5 1.078
16 H -0.6455 -2.5999 0.5722  C5 1.078

=====

# CH2O2S

2 unconnected molecules or ions with the total composition CH2O2S in a non-equilibrium geometry (the ωB97M-V functional and the def2-TZVPD basis, the OMol25 dataset).

Values from the calculation:
Largest force on an atom: 2.0 eV/A
Structure (SMILES): O=S1#CO1.[H][H]
2S+1: 1
Molar mass: 78.09 g/mol
HOMO: -9.45 eV
LUMO level: -0.4 eV
ΔE to the lowest compared entry with this formula, charge and spin: 118.7 kcal per mole

Bonds (Å) are listed after each position.
Cartesian coordinates (Å):
1 C -0.0392 -0.1212 0.4509  O3 1.227, S4 1.878
2 O 2.6026 0.1648 0.0563  S4 1.444
3 O 0.2724 0.7726 1.2322  C1 1.227, S4 1.854
4 S 1.7184 -0.3756 1.0615  C1 1.878, O2 1.444, O3 1.854
5 H -1.9368 -0.2301 -1.4725  H6 0.696
6 H -2.6173 -0.2104 -1.3284  H5 0.696

=====

# C3H10N6

2 unconnected molecules or ions with the total composition C3H10N6 in a non-equilibrium geometry (the ωB97M-V functional and the def2-TZVPD basis, the OMol25 dataset).

Values from the calculation:
Largest force on an atom: 2.2 eV/A
Structure (SMILES): Nc1nn[nH]n1.CNC
2S+1: 1
Molar mass: 130.16 g/mol
HOMO: -8.65 eV
LUMO level: 1.0 eV
ΔE to the lowest compared entry with this formula, charge and spin: 0.0 kcal per mole

Bonds (Å) are listed after each position.
Cartesian coordinates (Å):
1 C 1.7295 0.6817 -0.0683  N14 1.428, N15 1.362, N18 1.305
2 C -1.0330 -1.2073 -0.3780  H7 1.091, H8 1.087, H9 1.122, N19 1.470
3 C -2.4483 0.5669 0.3811  H11 1.098, H12 1.096, H13 1.097, N19 1.461
4 H 0.7709 2.3175 0.4834  N14 1.010
5 H 0.8837 2.0996 -1.1722  N14 1.025
6 H 3.6979 -1.4878 -0.6368  N17 1.004
7 H -0.2591 -1.0632 0.3779  C2 1.091
8 H -0.8240 -0.5799 -1.2408  C2 1.087
9 H -1.0358 -2.2590 -0.7687  C2 1.122
10 H -2.6434 -1.3680 0.9030  N19 1.020
11 H -3.3890 0.7782 0.9073  C3 1.098
12 H -2.4666 1.1475 -0.5479  C3 1.096
13 H -1.5835 0.8644 0.9876  C3 1.097
14 N 0.6982 1.6490 -0.2699  C1 1.428, H4 1.010, H5 1.025
15 N 2.0440 0.2840 1.1956  C1 1.362, N16 1.317
16 N 2.8476 -0.7462 1.0310  N15 1.317, N17 1.292
17 N 3.0164 -0.8628 -0.2446  H6 1.004, N16 1.292, N18 1.334
18 N 2.3872 0.0422 -0.9965  C1 1.305, N17 1.334
19 N -2.3926 -0.8566 0.0566  C2 1.470, C3 1.461, H10 1.020

=====

- Which of these has the highest ΔE to the lowest compared entry with this formula, charge and spin?
  C5H10N2O2